(1)
The following is a DFT calculation (the ωB97M-V functional and the def2-TZVPD basis) of a 6-piece molecular cluster, C27H66N4O9P overall in a non-equilibrium geometry.

The geometry in XYZ format:
```
107
Properties=species:S:1:pos:R:3
C 1.722 0.867 0.474
C 1.501 -0.594 0.814
O 1.997 -0.849 2.177
N 1.268 -1.838 2.773
C 1.495 -3.214 2.303
C 2.018 -4.147 3.409
N 3.264 -4.788 3.003
C 3.536 -5.969 3.854
C 2.765 -7.202 3.400
C 4.313 -3.844 2.915
C 5.628 -4.317 2.353
O 4.103 -2.673 3.177
C 0.457 -1.457 3.717
N 0.495 -0.181 4.243
N -0.449 -2.343 4.253
C -1.310 -3.104 3.325
C -2.784 -2.956 3.596
C -3.336 -1.898 4.442
O -3.433 -1.865 2.992
P -0.323 -2.891 5.861
O -0.278 -4.357 5.940
H 2.533 0.976 -0.238
H 1.946 1.462 1.359
H 0.836 1.271 -0.011
H 0.441 -0.864 0.790
H 2.034 -1.254 0.129
H 0.581 -3.595 1.855
H 2.226 -3.121 1.508
H 1.289 -4.931 3.601
H 2.183 -3.578 4.331
H 4.601 -6.172 3.852
H 3.266 -5.717 4.886
H 3.244 -8.103 3.787
H 1.739 -7.206 3.770
H 2.760 -7.272 2.313
H 5.958 -5.272 2.753
H 6.383 -3.564 2.557
H 5.515 -4.432 1.273
H -0.139 0.462 3.775
H 1.434 0.205 4.187
H -1.143 -2.674 2.341
H -1.055 -4.163 3.343
H -3.331 -3.895 3.591
H -4.291 -2.064 4.922
H -2.712 -1.082 4.781
H -1.398 -2.301 6.531
H 0.808 -2.162 6.252
C 0.576 4.207 -3.869
C 0.830 2.939 -3.071
C -0.218 1.877 -3.376
O 0.887 3.185 -1.669
H -0.403 4.620 -3.611
H 1.333 4.959 -3.644
H 0.589 4.007 -4.941
H 1.819 2.543 -3.313
H -1.210 2.248 -3.104
H -0.020 0.970 -2.801
H -0.229 1.621 -4.436
H 0.025 3.519 -1.384
C 4.432 1.517 -2.161
C 4.809 0.136 -1.649
C 6.123 -0.356 -2.229
O 3.752 -0.799 -1.899
H 4.317 1.510 -3.249
H 3.479 1.822 -1.729
H 5.188 2.259 -1.904
H 4.883 0.167 -0.559
H 6.048 -0.435 -3.317
H 6.372 -1.341 -1.835
H 6.938 0.329 -1.994
H 3.640 -0.870 -2.854
C -4.181 3.931 -1.734
C -3.321 3.041 -0.857
C -4.029 2.620 0.419
O -2.083 3.694 -0.553
H -4.438 4.853 -1.204
H -3.644 4.206 -2.643
H -5.109 3.435 -2.021
H -3.031 2.152 -1.421
H -4.286 3.500 1.016
H -3.388 1.976 1.023
H -4.952 2.082 0.197
H -2.280 4.496 -0.057
C -2.684 -1.120 -1.498
C -2.409 -2.583 -1.200
C -3.686 -3.385 -1.032
O -1.586 -2.702 -0.025
H -3.247 -0.668 -0.676
H -1.749 -0.570 -1.616
H -3.269 -1.009 -2.411
H -1.806 -3.012 -2.001
H -4.273 -2.986 -0.199
H -3.459 -4.430 -0.822
H -4.300 -3.338 -1.931
H -2.104 -2.311 0.691
C -4.633 7.572 -4.483
C -3.318 6.881 -4.805
C -2.596 7.544 -5.966
O -3.528 5.492 -5.066
H -5.304 7.524 -5.346
H -5.127 7.085 -3.643
H -4.477 8.623 -4.235
H -2.675 6.897 -3.922
H -3.212 7.495 -6.868
H -1.654 7.036 -6.171
H -2.388 8.593 -5.755
H -4.092 5.418 -5.844
```

For the HOMO energy, the calculation gives -11.717 eV. Its multiplicity is 1. The charge is +1. The calculation puts the gap between HOMO and LUMO at 8.89 eV. For the largest force on an atom, the calculation gives 0.021 hartree/bohr.

***

(2)
The following is a DFT calculation (the ωB97M-V functional and the def2-TZVPD basis) of a 6-piece molecular cluster, C27H66N6O3 overall in a non-equilibrium geometry.

The geometry in XYZ format:
```
102
Properties=species:S:1:pos:R:3
C 13.413 -2.421 9.018
C 13.396 -0.884 9.070
N 12.113 -0.212 8.935
C 11.304 -0.637 7.770
C 11.938 -0.181 6.469
C 11.322 -0.213 10.172
C 10.585 1.103 10.378
H 12.838 -2.805 8.175
H 13.053 -2.817 9.965
H 14.430 -2.760 8.808
H 13.860 -0.558 10.004
H 14.056 -0.459 8.303
H 11.189 -1.725 7.817
H 10.341 -0.144 7.894
H 12.081 0.896 6.494
H 12.886 -0.680 6.258
H 11.297 -0.466 5.629
H 12.025 -0.356 10.990
H 10.571 -1.022 10.172
H 9.760 1.293 9.698
H 11.320 1.913 10.347
H 10.222 1.143 11.412
C 16.764 -2.038 14.468
C 16.227 -3.298 13.800
N 15.457 -4.146 14.709
C 16.195 -4.455 15.924
C 17.582 -5.086 15.785
C 15.049 -5.378 14.030
C 13.957 -5.161 13.003
H 16.780 -1.193 13.778
H 17.717 -2.145 14.978
H 16.014 -1.708 15.202
H 15.576 -2.984 12.981
H 17.022 -3.879 13.304
H 16.286 -3.553 16.538
H 15.602 -5.124 16.555
H 17.504 -6.162 15.574
H 18.236 -4.667 15.026
H 18.054 -5.090 16.770
H 14.672 -6.056 14.804
H 15.905 -5.910 13.589
H 13.606 -6.117 12.616
H 14.337 -4.599 12.145
H 13.118 -4.596 13.408
C 13.995 2.179 12.676
C 13.817 3.106 11.492
N 14.981 3.945 11.265
C 15.186 4.933 12.298
C 14.038 5.929 12.578
C 14.945 4.525 9.932
C 16.228 5.255 9.575
H 13.085 1.615 12.868
H 14.304 2.758 13.551
H 14.838 1.498 12.530
H 13.724 2.479 10.601
H 12.902 3.712 11.588
H 15.406 4.439 13.251
H 16.111 5.486 12.130
H 14.438 6.810 13.077
H 13.493 6.238 11.685
H 13.301 5.490 13.255
H 14.070 5.188 9.808
H 14.780 3.710 9.222
H 17.062 4.767 10.076
H 16.172 6.300 9.895
H 16.391 5.307 8.499
C 12.598 0.098 19.499
N 12.101 0.450 18.205
C 12.248 1.700 17.697
C 11.650 1.867 16.308
O 12.786 2.599 18.320
H 13.660 0.345 19.585
H 12.488 -0.975 19.650
H 12.055 0.592 20.308
H 11.633 -0.244 17.643
H 12.367 1.572 15.547
H 11.296 2.888 16.201
H 10.785 1.208 16.241
C 14.276 -3.599 20.570
N 13.292 -4.598 20.925
C 11.995 -4.493 20.563
C 11.102 -5.641 20.967
O 11.563 -3.523 19.961
H 15.199 -3.743 21.121
H 13.879 -2.592 20.692
H 14.515 -3.652 19.498
H 13.562 -5.365 21.513
H 10.151 -5.201 21.275
H 11.507 -6.292 21.738
H 10.815 -6.247 20.104
C 12.681 -3.161 16.900
N 12.965 -2.680 15.569
C 12.256 -1.714 14.947
C 12.810 -1.284 13.611
O 11.210 -1.232 15.360
H 11.705 -2.859 17.260
H 13.447 -2.809 17.598
H 12.717 -4.254 16.921
H 13.806 -3.024 15.112
H 13.833 -0.913 13.627
H 12.095 -0.559 13.231
H 12.787 -2.119 12.900
```

For the HOMO energy, the calculation gives -8.218 eV. Its multiplicity is 1. The calculation puts the gap between HOMO and LUMO at 8.66 eV. For the largest force on an atom, the calculation gives 0.027 hartree/bohr. The energy above the lowest of the compared OMol25 structures with the same formula, charge and spin comes out at 0.0000 eV. Its SMILES is CCN(CC)CC.CCN(CC)CC.CCN(CC)CC.CNC(C)=O.CNC(C)=O.CNC(C)=O.

***

What is the HOMO energy in the first record? -11.717 eV